*one*
Entry from the Open Molecules 2025 dataset: a 2-piece molecular cluster, C3H10N2S overall (the ωB97M-V functional and the def2-TZVPD basis).

```
16
Properties=species:S:1:pos:R:3
H 1.692 0.344 2.820
N 1.707 0.344 1.775
C 1.736 1.501 1.229
N 2.042 1.671 -0.108
H 1.520 2.433 1.826
H 2.310 0.860 -0.616
H 2.199 2.580 -0.565
C -2.309 -1.722 0.541
C -1.024 -1.466 -0.334
S -0.947 -0.118 -1.560
H -3.266 -1.617 -0.012
H -2.249 -1.025 1.393
H -2.193 -2.761 1.002
H -0.826 -2.406 -0.743
H -0.153 -1.277 0.237
H -0.537 0.774 -0.661
```

Values from the calculation:
HOMO energy = -0.32365 Ha
SMILES string = [H]/N=C/N.CCS
E_LUMO = 0.811 eV

Atom charges from the Löwdin analysis, given in e for atoms 1 to 6:
1. H 0.05
2. N 0.03
3. C -0.40
4. N 0.06
5. H 0.12
6. H 0.07

---

*two*
Entry from the Open Molecules 2025 dataset: a 2-piece molecular cluster, C3H10N2S overall (the ωB97M-V functional and the def2-TZVPD basis).

```
16
Properties=species:S:1:pos:R:3
H -1.648 -0.693 3.099
N -1.756 -0.154 2.232
C -0.553 0.331 1.979
N -0.306 1.306 1.058
C 1.052 1.746 0.846
H 0.355 0.155 2.634
H -1.017 1.359 0.388
H 1.164 2.095 -0.172
H 1.296 2.545 1.594
H 1.765 0.937 1.116
C 0.620 -1.545 -0.832
S 0.280 -0.772 -2.504
H 0.763 -2.690 -1.001
H 1.565 -1.162 -0.357
H -0.275 -1.382 -0.165
H -0.729 -0.057 -2.064
```

Values from the calculation:
HOMO energy = -0.32918 Ha
SMILES string = [H]/N=C/NC.CS
E_LUMO = 0.862 eV

Atom charges from the Löwdin analysis, given in e for atoms 1 to 6:
1. H 0.02
2. N 0.04
3. C -0.35
4. N -0.07
5. C -0.11
6. H 0.13

---

So which one is most stable? That would be *one*, about 34.0 kJ/mol below the next structure.